one) Molecular formula: C5H7F3NO
Method: DFT, wB97M-V/def2-TZVPD

Calculated values
HOMO (spin up / spin down) ... -0.538 / -0.538 Eh
Kohn-Sham gap (spin up / spin down) ... 8.3 / 8.3 eV

The geometry in ORCA input format:
```
! wB97M-V def2-TZVPD RIJCOSX def2/J DEFGRID3
* xyz 1 1
F -1.828 -2.093 -0.566
F 0.421 1.719 -1.580
F -3.499 -0.121 -0.271
O -2.235 2.211 0.817
N -1.786 1.435 0.096
C 0.526 1.677 -0.274
C 0.800 0.408 0.343
C -2.125 0.138 -0.363
C 0.113 -0.855 -0.323
C -1.249 -1.101 0.112
H -1.864 0.177 -1.493
H 1.870 0.264 0.377
H 0.710 -1.699 -0.012
H -1.219 -1.334 1.165
H 0.045 -0.843 -1.422
H 0.620 2.590 0.156
H 0.531 0.387 1.366
*
```

***

two) Molecular formula: C5H7F3NO
Method: DFT, wB97M-V/def2-TZVPD

Calculated values
HOMO ... -0.550 Eh
Kohn-Sham gap ... 9.5 eV

The geometry in ORCA input format:
```
! wB97M-V def2-TZVPD RIJCOSX def2/J DEFGRID3
* xyz 1 1
F -2.203 -0.105 -1.550
F -1.897 -1.867 -0.357
F -3.057 -0.274 0.487
O 1.164 -1.144 0.987
N -0.661 0.170 0.346
C -2.088 -0.541 -0.282
C 0.483 0.197 -0.664
C 1.453 -0.701 -0.123
C 1.180 1.522 -0.432
C -0.136 -0.650 1.399
H 0.100 0.150 -1.652
H 2.105 1.372 0.100
H -0.783 -1.326 1.808
H 2.375 -0.997 -0.638
H 0.222 0.103 2.046
H 1.394 1.941 -1.376
H 0.350 2.150 -0.098
*
```

***

Of them, one) has the lowest stability.

***

one) Molecular formula: C4H6NP
Method: DFT, wB97M-V/def2-TZVPD

Calculated values
HOMO (spin up / spin down) ... -0.263 / -0.263 Eh
Kohn-Sham gap (spin up / spin down) ... 6.8 / 6.8 eV

The geometry in ORCA input format:
```
! wB97M-V def2-TZVPD RIJCOSX def2/J DEFGRID3
* xyz 0 1
P -3.102 -0.319 0.401
N -1.907 -0.185 -0.654
C 0.202 -0.108 0.612
C 0.819 -1.318 0.088
C 1.564 -2.080 -0.458
C -0.720 0.570 -0.337
H 1.091 0.514 0.843
H -0.141 0.607 -1.310
H -0.318 -0.181 1.523
H -1.893 -0.517 -1.651
H -1.055 1.527 0.089
H 1.910 -3.054 -0.623
*
```

***

two) Molecular formula: C4H6NP
Method: DFT, wB97M-V/def2-TZVPD

Calculated values
Structure (SMILES) ... CC(C)=PC#N
HOMO ... -0.351 Eh
Kohn-Sham gap ... 9.5 eV

The geometry in ORCA input format:
```
! wB97M-V def2-TZVPD RIJCOSX def2/J DEFGRID3
* xyz 0 1
P 2.415 0.604 0.765
N 3.840 -1.733 -0.326
C 0.505 -1.021 -0.597
C 3.277 -0.863 0.168
C -0.256 1.093 0.552
C 0.934 0.183 0.232
H -0.231 1.990 -0.074
H -1.149 0.591 0.330
H -0.197 -1.633 0.072
H 1.291 -1.552 -0.992
H -0.128 1.428 1.608
H -0.221 -0.364 -1.250
*
```

***

Of them, one) has the lowest stability.

***

one) Molecular formula: H14IO7
Method: DFT, wB97M-V/def2-TZVPD

Calculated values
HOMO ... -0.196 Eh
Kohn-Sham gap ... 8.2 eV

The geometry in ORCA input format:
```
! wB97M-V def2-TZVPD RIJCOSX def2/J DEFGRID3
* xyz -1 1
I -35.031 -51.554 -2.508
O -35.436 -48.639 -4.514
O -37.734 -51.863 -2.877
O -36.170 -54.563 -0.751
O -36.584 -49.067 -0.336
O -32.867 -50.708 -5.236
O -34.319 -53.958 -4.971
O -32.318 -50.526 -0.062
H -33.492 -51.051 -5.777
H -36.032 -49.460 -1.004
H -37.076 -51.409 -2.344
H -36.561 -54.458 0.133
H -33.058 -50.729 -4.327
H -35.975 -47.950 -4.168
H -36.700 -49.758 0.242
H -38.531 -51.574 -2.349
H -33.068 -50.890 -0.560
H -35.884 -53.748 -1.162
H -34.945 -54.643 -4.776
H -34.563 -53.026 -4.525
H -35.063 -49.066 -3.845
H -32.443 -51.319 0.530
*
```

***

two) Molecular formula: H14IO7
Method: DFT, wB97M-V/def2-TZVPD

Calculated values
HOMO ... -0.215 Eh
Kohn-Sham gap ... 8.7 eV

The geometry in ORCA input format:
```
! wB97M-V def2-TZVPD RIJCOSX def2/J DEFGRID3
* xyz -1 1
I -0.248 -0.205 0.514
O 0.963 -3.752 0.068
O 0.373 1.928 -2.650
O -0.249 3.678 0.035
O -3.624 -0.499 -0.800
O 2.252 -0.876 3.045
O 3.111 -0.300 -1.386
O -2.642 1.588 2.057
H 2.426 -0.224 -0.808
H -0.412 1.341 -3.069
H -0.981 3.547 -0.492
H 0.762 -2.799 -0.179
H 0.183 2.673 0.147
H -3.211 0.815 1.857
H 2.751 -1.684 2.773
H -1.933 1.249 1.662
H 3.820 -0.860 -1.005
H 0.586 1.375 -1.859
H 0.948 -4.297 -0.774
H -2.667 -0.138 -0.668
H 1.262 -1.089 2.467
H -3.470 -1.471 -0.935
*
```

***

Of them, one) has the lowest stability.

***

one) Molecular formula: C5H9N2O2
Method: DFT, wB97M-V/def2-TZVPD

Calculated values
Structure (SMILES) ... C[N+]1(N)C(=O)CCC1=O
HOMO ... -0.549 Eh
Kohn-Sham gap ... 10.4 eV

The geometry in ORCA input format:
```
! wB97M-V def2-TZVPD RIJCOSX def2/J DEFGRID3
* xyz 1 1
O 2.298 -0.375 -0.685
O -2.312 -0.266 -0.638
N -0.071 -2.012 -0.783
N -0.032 -0.767 -0.162
C -0.104 -0.831 1.348
C 0.770 1.553 -0.357
C -0.731 1.533 -0.179
C -1.255 0.165 -0.413
C 1.221 0.124 -0.512
H -1.126 2.420 -0.773
H 0.720 -2.567 -0.939
H 0.889 -0.966 1.685
H 1.419 1.921 0.588
H -0.613 -1.824 1.768
H -0.759 -2.114 -1.486
H -0.560 -0.022 1.882
H 1.084 2.101 -1.138
H -0.839 1.927 0.795
*
```

***

two) Molecular formula: C5H9N2O2
Method: DFT, wB97M-V/def2-TZVPD

Calculated values
Structure (SMILES) ... CC(C)/N=[NH+]/OC=C=O
HOMO (spin up / spin down) ... -0.497 / -0.497 Eh
Kohn-Sham gap (spin up / spin down) ... 8.0 / 8.0 eV

The geometry in ORCA input format:
```
! wB97M-V def2-TZVPD RIJCOSX def2/J DEFGRID3
* xyz 1 1
O 3.906 -2.285 4.227
O 0.829 -2.112 2.410
N 0.740 -0.797 0.575
N 0.179 -1.558 1.413
C 3.085 -2.169 3.415
C 2.221 -1.845 2.428
C -0.053 -0.160 -0.439
C 0.879 1.169 -0.579
C -1.484 0.063 -0.224
H 0.684 1.774 -1.443
H -0.886 -1.605 1.552
H 1.834 0.673 -0.749
H 0.872 1.797 0.229
H 2.688 -1.834 1.406
H -1.755 0.101 0.839
H -1.767 0.946 -0.762
H -2.126 -0.828 -0.457
H 0.278 -0.645 -1.378
*
```

***

Of them, two) has the lowest stability.